--- a ---
19
Properties=species:S:1:pos:R:3:lowdin_charge:R:1 method="wB97M-V/def2-TZVPD" gap_ha=0.341 charge=+1 molar_mass_g_mol=119.1
C 2.78635 -0.68195 -0.80905 -0.023
N 1.62308 0.18311 -0.78398 0.071
C 0.68661 0.17177 0.16916 -0.309
O 0.84415 -0.57997 1.22174 0.184
C -0.52388 1.00659 0.18857 0.014
C -2.11534 0.31329 0.55681 -0.416
N -2.73796 -0.17289 -0.57807 0.091
O -1.93408 -0.69149 1.46258 0.029
H 2.50434 -1.72728 -0.66636 0.108
H 3.26469 -0.59155 -1.78033 0.108
H 3.51183 -0.38718 -0.04773 0.110
H 1.48424 0.79898 -1.57343 0.168
H 1.64668 -1.12718 1.22673 0.142
H -0.43260 1.68193 1.03807 0.127
H -0.63763 1.57891 -0.72813 0.112
H -2.63886 1.19500 0.93562 0.151
H -2.43767 -1.08048 -0.89940 0.106
H -2.97713 0.48199 -1.30305 0.102
H -1.91686 -0.37161 2.37024 0.125

--- b ---
19
Properties=species:S:1:pos:R:3:lowdin_charge:R:1 method="wB97M-V/def2-TZVPD" gap_ha="0.312 / 0.312" charge=+1 molar_mass_g_mol=119.1
C 0.75571 0.91621 0.14355 -0.185
C -1.51049 0.21396 -1.47043 -0.075
C 2.58760 -0.74901 0.34273 0.059
C -2.23568 -0.57239 0.99862 -0.065
N -1.48364 1.06608 -0.33395 -0.014
N 1.58676 1.90341 0.25316 0.202
O 1.20087 -0.28056 0.15828 -0.072
O -2.02959 0.82536 0.76337 -0.067
H -1.95022 -0.87017 -1.25301 0.131
H -2.16360 0.67534 -2.11477 0.073
H -0.55314 0.22680 -2.05525 0.125
H 3.04647 -0.26881 -0.56464 0.130
H 2.61971 -1.76297 0.18236 0.079
H 2.87074 -0.33660 1.22664 0.067
H -2.27906 -0.75571 2.13891 0.132
H -1.46871 -1.24698 0.61050 0.075
H -3.27176 -0.98193 0.52157 0.157
H 1.32066 2.84491 -0.01889 0.142
H 2.50114 1.77662 0.61125 0.106

a (0.2268 hartree below the next structure)

--- a ---
66
Properties=species:S:1:pos:R:3:lowdin_charge:R:1 method="wB97M-V/def2-TZVPD" smiles="Cc1cccc(C(=O)N2CCC(=O)N([C@H](COCc3ccc(Cl)cc3)Cc3ccccc3)CC2)c1" gap_ha=0.352 molar_mass_g_mol=491.0
C 2.89964 8.14433 1.57188 -0.049
C 3.31726 6.76306 1.17002 -0.269
C 4.60694 6.30624 1.40943 -0.046
C 4.99377 5.03856 1.01100 -0.069
C 4.09412 4.20375 0.37352 -0.034
C 2.79701 4.64295 0.13730 -0.161
C 1.83344 3.77665 -0.61556 -0.425
O 1.69852 3.87241 -1.82084 0.077
N 1.11507 2.89677 0.12762 -0.052
C 1.28800 2.70001 1.54465 -0.123
C 2.02290 1.39137 1.87108 -0.055
C 1.09617 0.18640 1.88809 -0.452
O 0.87955 -0.41794 2.92295 0.054
N 0.52244 -0.16044 0.71102 -0.010
C -0.41185 -1.27427 0.71215 -0.239
C 0.04378 -2.42996 -0.18494 -0.145
O -0.10993 -2.11980 -1.55393 -0.146
C 0.17529 -3.20571 -2.41765 -0.154
C -0.92678 -4.23522 -2.41898 -0.203
C -0.88570 -5.33226 -1.56766 -0.034
C -1.93570 -6.23193 -1.51853 -0.093
C -3.03312 -6.03791 -2.33968 -0.688
Cl -4.35179 -7.15220 -2.27952 0.677
C -3.08645 -4.96004 -3.20929 -0.116
C -2.03722 -4.06127 -3.23620 -0.038
C -1.84219 -0.82513 0.37293 -0.083
C -2.81253 -1.96159 0.53941 -0.229
C -3.48845 -2.48586 -0.55313 -0.037
C -4.36912 -3.54210 -0.39739 -0.085
C -4.57507 -4.09626 0.85305 -0.086
C -3.90770 -3.57801 1.95045 -0.078
C -3.03738 -2.51475 1.79526 -0.038
C 0.77055 0.54048 -0.53133 -0.099
C 0.22666 1.97419 -0.54314 -0.099
C 2.41922 5.91984 0.52751 0.014
H 3.56727 8.54888 2.32854 0.075
H 1.88311 8.14374 1.95962 0.079
H 2.92578 8.80542 0.70545 0.086
H 5.31653 6.95113 1.90754 0.109
H 6.00210 4.69969 1.19784 0.104
H 4.39647 3.21746 0.05346 0.116
H 0.30218 2.69072 2.02445 0.139
H 1.85536 3.54190 1.94521 0.121
H 2.83786 1.24024 1.16147 0.118
H 2.44840 1.46265 2.87285 0.125
H -0.39449 -1.65245 1.74078 0.139
H -0.56442 -3.30790 0.07126 0.121
H 1.09951 -2.66231 0.02689 0.144
H 0.27635 -2.75716 -3.40937 0.131
H 1.13208 -3.66685 -2.13302 0.130
H -0.02157 -5.49648 -0.94011 0.118
H -1.90281 -7.07721 -0.84942 0.107
H -3.94203 -4.82643 -3.85281 0.109
H -2.07806 -3.21320 -3.90343 0.121
H -1.87810 -0.45936 -0.65319 0.116
H -2.11101 -0.01042 1.05043 0.131
H -3.32438 -2.06343 -1.53360 0.112
H -4.89660 -3.93267 -1.25447 0.097
H -5.25678 -4.92505 0.97304 0.102
H -4.06983 -4.00059 2.93126 0.102
H -2.52889 -2.10688 2.65709 0.118
H 1.84505 0.57104 -0.74229 0.139
H 0.29429 -0.03550 -1.32287 0.116
H -0.75739 2.00576 -0.06530 0.131
H 0.14168 2.32163 -1.57541 0.125
H 1.41298 6.25925 0.32655 0.131

--- b ---
66
Properties=species:S:1:pos:R:3:lowdin_charge:R:1 method="wB97M-V/def2-TZVPD" gap_ha=0.328 molar_mass_g_mol=491.0
C 5.79909 -2.11991 -0.79360 -0.081
C 4.62524 -1.76303 -0.19056 -0.272
C 3.44424 -1.53579 -0.91826 0.026
C 2.15331 -1.32612 -0.27388 -0.174
C 2.13020 -1.22538 0.96826 -0.104
C 3.23648 -1.24497 1.87765 -0.046
C 4.37107 -1.64357 1.34995 0.003
H 5.35893 -1.58185 1.62092 0.068
H 3.24334 -0.93552 2.79264 0.059
H 1.24138 -0.80955 1.63112 0.161
C 0.83042 -0.90458 -1.08453 -0.200
O 0.77784 -0.16753 -2.09113 0.038
N -0.15058 -2.11358 -1.02863 -0.043
C -0.28311 -2.81773 0.17623 -0.127
H 0.64717 -3.01176 0.51706 0.069
C -1.47017 -2.55487 1.28105 0.007
C -1.44712 -1.17256 1.37652 -0.257
O -1.17895 -0.52545 2.44162 0.040
N -1.81880 -0.21497 0.18134 -0.021
C -2.49251 -0.95474 -0.79330 -0.211
H -3.27019 -1.72551 -0.68234 0.122
C -1.46950 -1.61696 -1.56648 -0.196
H -1.04340 -0.97224 -2.50420 0.160
H -1.77586 -2.62085 -1.93014 0.126
H -2.96980 -0.09756 -1.78133 0.231
C -1.81451 1.15938 0.24089 -0.394
C -0.54343 1.51198 0.75714 0.023
O -0.22642 3.10465 0.13193 -0.071
C 0.53632 2.82245 -0.82614 -0.347
C 2.06319 2.44013 -0.48682 -0.195
C 2.89174 2.04365 -1.56016 -0.021
C 4.14053 1.54620 -1.30187 0.012
C 4.64111 1.79453 0.14561 -0.545
C 3.75764 2.17172 1.06555 -0.160
C 2.45966 2.59790 0.74077 -0.050
H 1.87750 3.29791 1.51439 0.181
H 4.16161 2.44390 1.92521 0.050
Cl 6.22020 1.32006 0.81971 0.641
H 4.81436 1.18873 -1.89736 0.037
H 2.40886 1.90057 -2.41980 0.071
H 0.32942 2.06311 -1.52309 0.083
H 0.47070 3.93142 -1.14568 0.171
H 0.14822 0.94053 0.57331 0.000
H -0.64726 1.70972 1.86612 0.157
H -2.10895 1.51974 -0.86214 0.204
C -2.91232 1.63760 1.06240 -0.126
C -4.29579 1.09059 0.58739 -0.147
C -4.84423 -0.07334 1.13498 -0.010
C -6.12729 -0.33617 0.46875 -0.093
C -6.88124 0.25647 -0.46361 -0.034
C -6.13768 1.36344 -1.11721 -0.039
C -4.96089 1.85721 -0.59579 0.001
H -4.34330 2.75492 -1.07759 0.148
H -6.56108 1.72127 -1.81416 -0.016
H -7.55416 -0.26715 -0.80531 0.010
H -6.56881 -1.20616 1.22376 0.149
H -4.53689 -0.46963 1.87772 0.001
H -3.09589 2.79616 1.07427 0.162
H -2.90517 1.48765 2.13246 0.115
H -2.22138 -2.93107 1.14071 0.001
H -1.08889 -3.01765 2.04216 0.096
H -0.49789 -3.88497 -0.21901 0.158
H 3.31761 -1.78102 -2.02439 0.143
H 6.33627 -1.36263 -0.63263 -0.009
H 5.61113 -2.37585 -1.90630 0.135
H 6.19870 -3.11141 -0.42211 0.129

a (0.7848 hartree below the next structure)

--- a ---
24
Properties=species:S:1:pos:R:3:lowdin_charge:R:1 method="wB97M-V/def2-TZVPD" smiles="N[C@]1(C(=O)O)NC=Cc2ccccc21" gap_ha=0.319 molar_mass_g_mol=190.2
N 1.56760 -0.75797 -1.59077 0.089
C 0.12373 -0.59883 -1.22660 -0.334
C -0.57452 -1.96419 -1.36506 -0.499
O -1.75249 -2.22813 -1.54043 0.109
O 0.29488 -2.97538 -1.33301 0.074
N -0.54778 0.36512 -2.20996 0.058
C -0.63891 1.70795 -1.87108 -0.112
C -0.67982 2.13506 -0.58577 -0.039
C -0.46328 1.24097 0.52203 -0.146
C -0.85146 1.53947 1.81588 -0.027
C -0.76808 0.53896 2.80048 -0.056
C -0.48939 -0.80054 2.46633 -0.063
C -0.25629 -1.11365 1.16810 -0.069
C -0.13146 -0.16306 0.22586 -0.071
H 1.53373 -0.16846 -2.44255 0.107
H 2.20066 -0.59696 -0.79365 0.108
H 1.25484 -2.60690 -1.16416 0.148
H -1.39687 0.08873 -2.64014 0.118
H -0.90454 2.34198 -2.68209 0.104
H -0.92011 3.13211 -0.26411 0.103
H -1.16168 2.48365 2.10584 0.089
H -1.19115 0.74470 3.75141 0.089
H -0.72218 -1.53022 3.26283 0.119
H -0.18077 -2.12267 0.93229 0.102

--- b ---
24
Properties=species:S:1:pos:R:3:lowdin_charge:R:1 method="wB97M-V/def2-TZVPD" smiles="O=c1cc[nH]c(=O)[nH]1.c1ccccc1" gap_ha=0.361 molar_mass_g_mol=190.2
O -0.03223 2.58282 -0.51857 0.065
C 0.54543 2.04848 -1.43582 -0.414
C 0.83821 2.60993 -2.76478 -0.004
C 0.97725 1.67373 -3.75153 -0.094
N 0.81722 0.31004 -3.56048 0.090
C 0.88837 -0.31175 -2.28196 -0.531
O 1.02891 -1.46933 -2.25297 0.120
N 0.80140 0.59836 -1.20308 0.188
H 0.76542 3.70644 -2.82626 0.119
H 1.26205 1.84423 -4.84186 0.145
H 1.10412 -0.31356 -4.34749 0.168
H 0.85142 0.31266 -0.18518 0.108
C 0.25581 -0.56824 1.83364 -0.080
C 0.47887 -1.70923 2.63037 -0.079
C -0.61415 -2.27717 3.21659 -0.103
C -1.89066 -1.74167 3.07630 -0.092
C -2.04759 -0.55184 2.49729 -0.106
C -0.98588 0.08473 1.91118 -0.072
H 0.97293 0.04570 1.30106 0.076
H 1.40844 -2.39259 2.54730 0.136
H -0.63621 -3.26306 3.56028 0.086
H -2.70039 -2.21099 3.53999 0.092
H -2.94478 -0.00049 2.44659 0.099
H -1.14396 0.99280 1.40942 0.082

b (0.0095 hartree below the next structure)